1.
A structure of composition C37H39IrN8O3. Source: the Open Molecules 2025 dataset; level of theory: wB97M-V/def2-TZVPD.

The HOMO-LUMO gap (spin up / spin down) is 7.6 / 6.8 eV. The net charge is +3. The value obtained for the energy above the lowest of the compared OMol25 structures with the same formula, charge and spin is 0.0 kcal per mole. The value obtained for the HOMO energy (spin up / spin down) is -0.563 / -0.563 Ha. Its spin multiplicity is 6. As for the LUMO energy (spin up / spin down): -7.67 / -8.46 eV. The value obtained for the strongest force on any atom is 0.8 eV Å⁻¹.

Cartesian coordinates (Å):
Ir (0.94194, 1.43130, 0.18541)
O (-5.29317, -0.78056, -0.26638)
C (-6.02091, -0.45028, 0.58187)
O (-6.74443, -0.09334, 1.40225)
C (-3.87346, 2.01654, 0.79558)
C (-3.12418, 1.85580, 1.92117)
C (-1.74816, 1.78381, 1.70175)
N (-1.23364, 1.83119, 0.46963)
C (-2.01121, 2.08251, -0.59218)
C (-3.39206, 2.18736, -0.47292)
C (-1.28860, 2.40639, -1.85355)
C (-1.93378, 2.59000, -3.06650)
C (-1.20721, 3.07004, -4.14684)
C (0.13616, 3.35888, -3.97527)
C (0.71338, 3.10569, -2.74232)
N (0.02556, 2.62319, -1.70738)
C (-0.74721, 1.78938, 2.79394)
C (-1.09474, 1.75672, 4.13418)
C (-0.09853, 1.87818, 5.08522)
C (1.21273, 2.04458, 4.66521)
C (1.47701, 2.04592, 3.31044)
N (0.52090, 1.91259, 2.38461)
H (-3.55457, 1.81275, 2.91072)
H (-4.02873, 2.43270, -1.30992)
H (-2.99253, 2.39749, -3.16341)
H (-1.69019, 3.24031, -5.09947)
H (0.73155, 3.77707, -4.77411)
H (1.76236, 3.30834, -2.57054)
H (-2.12354, 1.63659, 4.43743)
H (-0.34385, 1.86086, 6.13839)
H (2.01873, 2.18238, 5.37160)
H (2.48325, 2.19227, 2.94748)
C (4.42968, -0.63191, 2.71180)
C (3.79698, 0.33278, 1.75732)
O (2.62841, 0.16177, 1.37590)
N (4.52334, 1.38731, 1.35704)
C (4.03291, 2.36424, 0.39312)
C (3.83838, 1.74826, -0.96928)
C (4.88604, 1.68831, -1.87385)
C (4.70381, 1.04872, -3.08881)
C (3.47116, 0.47826, -3.36250)
C (2.46982, 0.58215, -2.41781)
N (2.63900, 1.20854, -1.24700)
H (3.88120, -0.59349, 3.65355)
H (5.47963, -0.42409, 2.90550)
H (4.32903, -1.63840, 2.30878)
H (5.48431, 1.44303, 1.65585)
H (4.75430, 3.17753, 0.34828)
H (3.09208, 2.79688, 0.75274)
H (5.83635, 2.14169, -1.62535)
H (5.51027, 0.99600, -3.80768)
H (3.28312, -0.03281, -4.29575)
H (1.48662, 0.16679, -2.59297)
C (-0.36306, -3.33210, 5.38497)
N (-0.89674, -2.54120, 4.28049)
C (-2.19069, -2.54454, 3.83168)
C (-2.21987, -1.69196, 2.76864)
N (-0.97019, -1.15674, 2.55657)
C (-0.20762, -1.69960, 3.48218)
H (-1.18902, -3.64806, 6.01569)
H (0.31627, -2.72353, 5.97690)
H (0.15796, -4.21050, 5.00988)
H (-2.95196, -3.14310, 4.29998)
H (-3.06695, -1.42733, 2.15655)
H (0.84623, -1.51243, 3.61999)
C (-2.43620, -3.95602, -3.74388)
N (-2.82977, -2.51515, -3.62810)
C (-3.59675, -2.26179, -2.36820)
C (-1.65182, -1.57356, -3.81608)
C (-0.64538, -1.65447, -2.70735)
C (0.49235, -2.46569, -2.81858)
C (1.40335, -2.57200, -1.77283)
C (1.19007, -1.88191, -0.58961)
C (0.07508, -1.03852, -0.43603)
C (-0.76739, -0.97311, -1.51767)
H (-3.32971, -4.56388, -3.63213)
H (-1.72812, -4.17670, -2.94993)
H (-1.98742, -4.11707, -4.72066)
H (-3.46357, -2.31400, -4.40354)
H (-2.97922, -2.55203, -1.52326)
H (-4.50220, -2.86151, -2.40179)
H (-3.84435, -1.20567, -2.31281)
H (-2.07855, -0.57508, -3.90907)
H (-1.20316, -1.85665, -4.76770)
H (0.66116, -3.02368, -3.73398)
H (2.26578, -3.21497, -1.88011)
H (1.87446, -1.98674, 0.24195)
H (-0.21834, -0.71691, 0.57284)

2.
A structure of composition C37H39N9O2Pb. Source: the Open Molecules 2025 dataset; level of theory: wB97M-V/def2-TZVPD.

The HOMO-LUMO gap (spin up / spin down) is 4.7 / 4.3 eV. The net charge is -2. The value obtained for the energy above the lowest of the compared OMol25 structures with the same formula, charge and spin is 25.2 kcal per mole. The value obtained for the HOMO energy (spin up / spin down) is -0.008 / 0.006 Ha. Its spin multiplicity is 1. As for the LUMO energy (spin up / spin down): 4.45 / 4.45 eV. The value obtained for the strongest force on any atom is 0.9 eV Å⁻¹.

Cartesian coordinates (Å):
Pb (-0.39963, -1.19677, 0.51063)
C (2.58380, 2.04704, 1.00668)
C (3.49928, 0.93830, 1.55224)
C (2.79209, -0.41933, 1.71380)
N (2.14781, -0.75098, 0.47432)
C (2.78314, -1.18309, -0.56619)
C (4.10773, -1.72960, -0.52000)
C (5.06072, -1.89324, -1.49207)
C (5.03285, -1.48914, -2.83017)
C (3.93218, -0.96728, -3.49026)
C (2.61611, -0.84222, -3.07850)
C (1.98121, -1.11440, -1.83251)
N (0.68266, -1.18139, -1.69114)
C (-0.17705, -1.15420, -2.85817)
C (-0.56487, 0.28398, -3.26614)
C (-1.64556, 0.90871, -2.35511)
N (-1.12092, 1.76768, -1.32529)
C (-0.63560, 3.01181, -1.52186)
C (-0.43213, 3.61310, -2.74355)
C (0.06798, 4.92537, -2.99299)
C (0.36742, 5.93648, -2.09370)
C (0.34172, 5.91638, -0.69956)
C (0.06060, 4.81671, 0.15945)
C (-0.27691, 3.53544, -0.18244)
N (-0.45481, 2.48690, 0.68717)
C (0.17899, 2.29693, 1.96579)
C (1.65773, 2.71726, 2.03573)
H (3.22146, 2.81747, 0.56617)
H (1.98374, 1.62326, 0.19958)
H (4.31229, 0.79081, 0.83471)
H (3.95003, 1.24331, 2.50418)
H (3.52007, -1.16496, 2.06366)
H (2.01126, -0.34737, 2.48009)
H (4.39917, -2.06671, 0.46929)
H (5.99281, -2.34744, -1.16454)
H (5.95453, -1.58552, -3.39465)
H (4.11843, -0.65172, -4.51415)
H (1.95818, -0.44216, -3.83895)
H (0.29395, -1.65314, -3.71634)
H (-1.08697, -1.71074, -2.61476)
H (0.32472, 0.91649, -3.23574)
H (-0.93369, 0.26363, -4.29698)
H (-2.37023, 1.46849, -2.96153)
H (-2.17986, 0.10156, -1.85835)
H (-0.69636, 3.03479, -3.62225)
H (0.19080, 5.17859, -4.04173)
H (0.65222, 6.88935, -2.53524)
H (0.56828, 6.85210, -0.19753)
H (0.11428, 5.03186, 1.22255)
H (-0.36647, 2.83178, 2.76420)
H (0.09667, 1.22921, 2.18073)
H (1.72039, 3.79642, 1.89740)
H (2.00387, 2.50275, 3.05312)
N (-0.85962, -2.90708, 5.04828)
C (-0.87019, -1.83205, 4.24390)
N (-0.51067, -2.16860, 3.04233)
C (-0.26296, -3.52732, 3.11353)
N (-0.46671, -4.01632, 4.35198)
C (0.16517, -4.27982, 1.98208)
C (0.34468, -5.67224, 2.05904)
N (0.71790, -6.43819, 1.06127)
C (0.91425, -5.77399, -0.13351)
C (0.73756, -4.41800, -0.24982)
N (0.38085, -3.62512, 0.76489)
H (-1.04902, -2.97374, 6.02887)
H (-1.14602, -0.84256, 4.57655)
H (0.16334, -6.16439, 3.01192)
H (1.20884, -6.38485, -0.97779)
H (0.88353, -3.92474, -1.20715)
C (-1.28188, 1.43810, 0.10425)
C (-2.74128, 1.70053, 0.44448)
C (-3.71714, 0.72548, 0.20290)
C (-5.06916, 0.99735, 0.33992)
C (-5.49867, 2.25166, 0.75192)
C (-4.54533, 3.21216, 1.06290)
C (-3.19274, 2.93746, 0.92641)
H (-3.40111, -0.26627, -0.08769)
H (-5.79119, 0.21775, 0.12188)
H (-6.55666, 2.47142, 0.84179)
H (-4.86577, 4.19445, 1.39538)
H (-2.47917, 3.71236, 1.17709)
C (-4.00936, -3.86017, 0.94606)
O (-2.92024, -2.94872, 0.94131)
C (-2.40879, -2.52302, -0.27573)
O (-2.95666, -2.91625, -1.29449)
H (-3.93351, -4.44372, 1.86377)
H (-3.96150, -4.51518, 0.07526)
H (-4.96087, -3.31897, 0.93711)

3.
A structure of composition C37H40Br55F2N3O5 at a distorted geometry. Source: the Open Molecules 2025 dataset; level of theory: wB97M-V/def2-TZVPD.

The HOMO-LUMO gap is 7.7 eV. The net charge is 0. The value obtained for the HOMO energy is -0.347 Ha. Its spin multiplicity is 1. As for the LUMO energy: -1.70 eV. The value obtained for the strongest force on any atom is 6.4 eV Å⁻¹.

Cartesian coordinates (Å):
C (-4.14346, -1.02233, 2.17686)
C (-3.44508, -2.03790, 1.14004)
O (-2.30553, -2.61093, 1.83924)
C (-1.36888, -3.23513, 0.90507)
C (-0.43626, -2.06638, 0.31112)
C (-0.37464, -1.73978, -1.23048)
C (-1.19855, -2.49578, -2.37355)
C (-1.04187, -4.09994, -2.38466)
C (0.34187, -4.65100, -1.78719)
N (1.56948, -3.99302, -2.35165)
C (0.54779, -0.54404, -1.72171)
F (0.64531, -0.16688, -3.10662)
C (1.36988, 0.30490, -0.71884)
C (1.29474, -0.09163, 0.79791)
C (0.42380, -1.24795, 1.36909)
C (0.43186, -1.55191, 2.93534)
Br (2.28232, -2.22901, 3.39332)
C (0.04282, -0.28216, 3.85831)
C (0.59787, -0.61281, 5.37329)
C (2.26877, 0.97134, 1.48655)
O (2.84299, 0.91427, 2.61531)
N (2.35559, 2.10136, 0.49859)
C (1.36807, 3.18668, 0.74197)
O (0.89998, 3.83880, -0.24376)
N (0.86605, 3.56063, 2.08230)
C (1.79558, 4.43093, 2.81799)
O (2.94108, 4.08475, 3.21282)
F (1.41207, 5.77598, 3.18856)
C (2.33232, 1.56248, -0.90485)
O (2.92346, 2.00287, -1.92226)
H (-3.40623, -0.22564, 2.54055)
H (-4.98203, -0.45893, 1.61941)
H (-4.64795, -1.59547, 3.03719)
H (-3.14568, -1.41095, 0.21824)
H (-4.17100, -2.85942, 0.80288)
H (-2.00533, -3.78728, 0.13117)
H (-0.70771, -4.02623, 1.43289)
H (-0.86920, -2.07803, -3.40276)
H (-2.31781, -2.21131, -2.28414)
H (-1.07275, -4.41947, -3.50143)
H (-1.98422, -4.56188, -1.91321)
H (0.40582, -5.76988, -2.09714)
H (0.35614, -4.67464, -0.62535)
H (2.21152, -4.75767, -2.65508)
H (2.06313, -3.60138, -1.51877)
H (-0.27461, -2.40458, 3.24449)
H (0.46351, 0.71546, 3.46613)
H (-1.11854, -0.14920, 3.90954)
H (1.69699, -0.33886, 5.51436)
H (-0.02402, -0.01897, 6.16387)
H (0.36602, -1.72858, 5.56239)
H (0.54745, 2.75149, 2.63677)
C (-3.00679, 2.25046, -0.09243)
Br (-2.05069, 0.59371, -0.45033)
Br (-4.93282, 2.00377, -0.13786)
Br (-2.42947, 3.07701, 1.56690)
H (-2.75937, 2.94265, -0.89735)
C (6.22184, 0.50240, -1.88111)
Br (6.84791, -0.47749, -3.43325)
Br (6.16838, -0.61725, -0.29726)
Br (7.24270, 2.12426, -1.58036)
H (5.19642, 0.80709, -2.09063)
C (-3.05703, 0.95626, 8.09734)
Br (-2.22469, 2.44868, 9.01567)
Br (-2.91170, 1.12438, 6.17070)
Br (-2.37621, -0.74807, 8.72511)
H (-4.11869, 0.98450, 8.34066)
C (0.80619, 0.25363, 11.06082)
Br (1.44474, -0.67398, 9.48129)
Br (0.80891, -0.89695, 12.62298)
Br (1.78402, 1.89956, 11.37481)
H (-0.23078, 0.53028, 10.87019)
C (-6.78270, -1.34223, -2.15913)
Br (-5.04145, -1.66875, -2.95064)
Br (-6.78734, -1.69188, -0.25328)
Br (-7.43785, 0.43621, -2.56640)
H (-7.47689, -2.04938, -2.61313)
C (7.83809, -4.51658, -4.14892)
Br (7.26866, -4.59838, -6.00175)
Br (6.33018, -4.30418, -2.94809)
Br (8.94142, -6.03674, -3.66313)
H (8.45803, -3.62652, -4.04430)
C (-7.64093, 5.55283, 0.14281)
Br (-8.72128, 6.60941, 1.35950)
Br (-5.82278, 5.34718, 0.78578)
Br (-8.46365, 3.83927, -0.25048)
H (-7.58698, 6.10335, -0.79569)
C (-9.44750, -4.88882, -1.20773)
Br (-7.70288, -5.20707, -1.99621)
Br (-9.45203, -5.23962, 0.70010)
Br (-10.10728, -3.11051, -1.61520)
H (-10.13777, -5.59736, -1.66411)
C (2.68813, -5.81296, 5.20980)
Br (3.26982, -7.02461, 6.60906)
Br (2.73189, -6.65432, 3.46213)
Br (0.94934, -5.04632, 5.59756)
H (3.40109, -4.98922, 5.18475)
C (-4.07818, 6.29002, 8.65823)
Br (-2.78056, 6.47540, 7.22786)
Br (-5.12547, 7.90542, 8.89654)
Br (-5.20510, 4.73030, 8.41056)
H (-3.51734, 6.13488, 9.57929)
C (-0.46195, 7.61603, 0.56819)
Br (0.84525, 7.82009, -0.84938)
Br (-1.53407, 9.21573, 0.80784)
Br (-1.55664, 6.03908, 0.29178)
H (0.09224, 7.46217, 1.49388)
C (3.29315, -5.69096, -6.54135)
Br (2.21552, -4.12270, -6.16338)
Br (3.64160, -6.72994, -4.94042)
Br (2.51710, -6.77528, -7.95054)
H (4.25679, -5.33534, -6.90662)
C (6.38729, -2.95509, -9.87942)
Br (5.79509, -3.03648, -11.72499)
Br (4.90167, -2.74065, -8.64981)
Br (7.49406, -4.47766, -9.40887)
H (7.00959, -2.06603, -9.78335)
C (-1.39819, -7.41137, -8.46437)
Br (-2.47153, -5.84078, -8.08275)
Br (-1.04871, -8.45136, -6.86464)
Br (-2.17890, -8.49421, -9.87229)
H (-0.43503, -7.05759, -8.83107)
C (1.07194, 8.43785, -4.72157)
Br (0.39260, 10.07672, -5.50658)
Br (1.28225, 7.03585, -6.04536)
Br (2.70920, 8.74183, -3.72613)
H (0.32442, 8.09246, -4.00750)
C (2.49149, 13.53609, -5.61232)
Br (3.32765, 14.08639, -3.95038)
Br (1.61198, 15.01865, -6.50310)
Br (3.74455, 12.63139, -6.78454)
H (1.71725, 12.81375, -5.35550)
C (-0.04310, -9.41281, 5.76176)
Br (0.53858, -10.62448, 7.16078)
Br (0.00085, -10.25450, 4.01424)
Br (-1.78257, -8.64544, 6.14908)
H (0.67032, -8.58894, 5.73678)
C (6.09368, 6.87642, -3.73406)
Br (6.91555, 8.37525, -2.81260)
Br (6.27783, 7.02734, -5.66141)
Br (6.74775, 5.17577, -3.06993)
H (5.02768, 6.91160, -3.51105)

- Among the records above, which one has the lowest strongest force on any atom?
  C37H39IrN8O3

- What is the strongest force on any atom in the first record?
  0.8 eV Å⁻¹

- What is the formula in the first record?
  C37H39IrN8O3

- Among the records above, which one has the lowest net charge?
  C37H39N9O2Pb